[1]
Below is a molecular structure, C27H38N4O5SSeSiTi, with properties calculated with ωB97M-V/def2-TZVPD.

The geometry in XYZ format:
```
78
Properties=species:S:1:pos:R:3
N -2.2541 -1.8289 -2.2299
Se -3.4076 0.7014 -0.2871
H 2.8313 -3.8041 -1.7270
H 3.2805 4.0188 1.3855
O -0.7625 0.3124 -2.1502
H 2.5623 4.4139 -1.1330
H -2.6210 -3.7168 -1.2848
H 3.1596 -1.5861 -2.9906
C 2.3591 -0.0603 4.5083
H -3.9131 -1.1636 2.0550
C -3.6164 -3.2984 -3.2026
C -3.5810 -0.2144 2.4515
H 2.1619 -0.5805 5.4473
C 2.5052 3.3273 -1.2180
H 1.4284 -1.2615 -2.8018
C 3.2039 2.9530 1.1641
H 4.1713 2.6046 0.7969
H 2.1047 -3.7705 -0.1062
H 0.5077 2.8049 1.5640
H 3.7525 -2.0734 0.7160
H 2.6105 -0.0743 -2.2352
C -3.2578 0.8461 1.6181
H -2.5768 2.8937 1.5899
H 3.4167 -0.1700 4.2597
C 2.4070 -1.1402 -2.3379
H -3.7011 -0.8588 4.4936
H 2.8658 -2.2392 2.9373
C -3.4638 -0.0371 3.8248
Si 1.2731 0.1315 0.7069
H -3.1959 2.2352 -6.3249
S -1.5839 -4.0267 2.5886
C -2.3803 0.0358 -3.8709
N -3.5292 -2.1586 -3.9704
C -2.7031 -1.2838 -3.3567
C -3.0185 0.5774 -4.9903
H 1.2061 -2.5081 2.3479
C 2.1017 -3.3004 -1.0922
C -2.7697 2.1103 3.5810
H -0.2161 0.6292 3.8180
H 1.5732 -2.6796 4.0652
N -3.0688 1.0979 4.3937
H 1.7609 3.0700 -1.9734
C 2.4270 -1.8198 -0.9723
C 0.7733 3.2320 0.5926
C -1.5464 -3.0203 1.3565
Ti -1.3094 -0.5607 -0.5988
H -1.4433 3.5570 -5.1763
H -0.0081 2.9675 -0.1218
H -0.6039 -0.8340 2.8948
H -0.2492 -0.9491 4.6205
C 1.4949 -0.6323 3.3931
H 0.8064 4.3172 0.6955
H -2.4505 3.0314 4.0593
C -1.7025 2.5706 -4.8120
H 2.1403 1.0005 4.6460
H 3.9700 -0.5410 -0.1605
C -1.3916 0.7929 -3.2194
H -4.0002 -2.0007 -4.8427
N -1.5369 -2.2824 0.4305
O -0.3607 0.2971 0.6834
H -4.2169 -4.1423 -3.4936
H 4.5698 -2.0544 -0.8547
C 2.1242 2.7041 0.1183
C -2.8449 2.0399 2.1982
C -2.6863 1.8299 -5.4602
H -0.2944 2.6210 -3.1817
H -3.7981 0.0231 -5.5012
C 3.7628 -1.6091 -0.2718
C 1.8064 -2.1059 3.1670
O 1.3673 -1.2575 -0.1750
H 2.9673 2.4177 2.0848
C -2.8261 -3.0791 -2.1261
O 2.0367 1.2912 -0.1286
H 1.1091 -3.4285 -1.5310
O 1.8582 0.1158 2.2116
H 3.4752 2.9508 -1.5478
C -1.0584 2.0610 -3.7035
C 0.0163 -0.4318 3.6966
```

HOMO level   -8.45 eV
Energy   -5585.8697 a.u.
Molecular weight   685.60 g mol⁻¹
Kohn-Sham gap   0.2894 hartree
LUMO level   -0.6 eV

=====

[2]
Below is a molecular structure, C27H38N5O5STeY in a non-equilibrium geometry, with properties calculated with ωB97M-V/def2-TZVPD.

The geometry in XYZ format:
```
78
Properties=species:S:1:pos:R:3
H -20.0989 -6.7593 -8.9025
O -16.9694 -5.8563 -8.5455
H -18.7224 -5.0968 -5.0505
H -13.3176 0.0500 -11.1250
H -20.7941 -8.9240 -9.7548
C -22.3582 -3.4383 -11.2287
C -15.5202 -5.4621 -4.4005
C -20.2729 -7.4296 -14.0979
H -15.0794 -6.4396 -6.3353
H -13.4649 -1.5452 -12.0004
H -15.1049 -6.3610 -3.9047
H -12.0149 -2.4500 -8.4385
C -16.3437 -0.4863 -10.7256
C -14.9672 -2.2569 -9.9953
C -15.5874 -5.5494 -5.9123
C -17.4768 -5.2547 -7.5562
C -17.0780 -5.6950 -6.2056
H -22.3828 -3.1799 -12.2875
H -23.2093 -3.0804 -10.6619
H -17.3959 -6.7778 -5.8894
H -11.9085 -1.8134 -10.0688
C -15.6351 -6.6008 -16.1834
C -19.2864 -5.1903 -14.3468
H -15.6866 -9.2306 -13.9978
H -17.6140 -3.8694 -5.5067
C -15.4568 -7.8887 -15.6335
H -20.7115 -1.9271 -12.9971
C -14.0137 -0.6583 -11.6304
H -16.3011 -4.5971 -15.6648
H -21.0347 -0.4302 -11.9800
C -16.9456 -5.0835 -3.9419
H -18.9124 -4.4371 -15.0671
H -15.1223 -8.5853 -16.3920
C -19.5424 -6.1175 -12.1233
C -20.0691 -7.3339 -12.6964
H -20.3310 -6.3348 -15.9505
N -18.0775 -4.1750 -12.5463
H -16.1864 0.5900 -10.9063
N -15.0703 -1.1494 -10.7275
H -22.2178 -4.5105 -11.0453
H -14.8351 -4.6211 -4.1539
S -16.4957 -4.5787 -12.9175
C -15.7135 -8.2159 -14.3082
C -20.0606 -6.9287 -9.9539
C -20.4821 -8.1680 -10.4652
H -16.9626 -0.9341 -11.5304
H -15.3029 -4.6831 -6.4820
H -15.5256 -6.5028 -17.2020
C -13.5756 -4.2088 -9.3216
H -16.8103 -0.7084 -9.7327
C -15.8909 -7.1308 -13.4434
C -12.6271 -1.9805 -9.1934
O -15.8376 -3.3920 -13.3405
H -14.1793 -4.7693 -9.9942
N -19.4916 -5.9640 -10.7654
C -16.0682 -5.5998 -15.3339
H -16.9002 -4.2275 -3.2594
O -18.2038 -4.1972 -7.7180
H -19.4168 -0.9427 -12.2069
H -13.7897 -4.3296 -8.2302
C -16.1306 -5.8556 -13.9895
H -14.5597 -0.2061 -12.4511
H -13.0262 -1.0016 -8.8109
Y -17.7538 -4.3161 -10.0325
O -16.0135 -2.8636 -9.6053
H -17.3958 -5.9440 -3.3805
C -19.0017 -5.1026 -12.9691
H -20.7424 -8.3427 -14.5476
Te -20.5856 -2.4787 -10.3016
C -20.4377 -8.3644 -11.8224
N -13.7279 -2.7826 -9.6917
H -20.6982 -9.3080 -12.2793
H -15.9906 -7.2975 -12.3412
H -12.4931 -4.4429 -9.5208
C -19.9335 -6.3046 -14.8864
C -20.4589 -1.3143 -12.1543
N -17.7099 -4.8405 -5.1363
O -15.9554 -5.0531 -11.5453
```

HOMO level   -12.62 eV
Charge   +2
Energy   -2405.7948 a.u.
Molecular weight   761.20 g mol⁻¹
Kohn-Sham gap   0.2776 hartree
LUMO level   -5.1 eV

=====

[3]
Below is a molecular structure, C27H38N5O6PPdS, with properties calculated with ωB97M-V/def2-TZVPD.

The geometry in XYZ format:
```
79
Properties=species:S:1:pos:R:3
H -2.7665 -0.4420 2.1445
H -4.1172 0.2766 1.2613
H -2.9381 3.0077 -1.2672
H -3.0633 -4.4390 0.6686
O 0.7409 -5.1509 -1.2983
H 2.8187 -4.3554 1.9928
H -0.2100 4.5419 5.5396
C 1.3181 6.7754 1.1766
O 1.3056 -3.1522 0.1759
C -3.6405 -1.7776 -0.3158
H 1.1735 -2.2935 3.3778
H 1.9718 -5.0744 -3.4337
H -1.1339 -2.8868 1.2598
C 0.4944 6.9401 2.2777
C -3.8115 -0.5799 1.8554
C 2.3205 3.4061 -1.0081
H 0.0922 -3.1042 -5.2254
P 0.5389 -3.6795 -1.1529
C 1.7536 -4.6021 2.0081
C -1.8620 3.1540 -1.2117
C -0.9936 4.9981 4.9277
H 0.6801 -1.3147 1.9639
H 0.5611 5.4925 -1.4532
N 3.1593 4.4683 -0.8179
C 1.4819 -2.9922 -3.5791
O 0.4089 -0.1688 -0.3723
O -0.5278 6.1399 4.2383
H 3.3797 -4.0225 -3.6705
C 0.9269 0.8886 -0.7662
H 2.8627 0.0223 -1.1368
C 0.0869 4.5328 -1.2995
H -2.9070 -3.1997 -1.5142
H -1.7954 5.3358 5.5805
N -1.1456 2.0710 -1.0128
H -0.8244 -4.6221 1.2211
C 0.1835 2.1684 -0.9314
H -4.4294 -0.6290 2.7577
H 0.8926 3.8852 3.6741
H 4.0405 2.1972 -1.3552
C -1.2788 4.4134 -1.3855
N -4.0296 -1.7887 1.0658
H 1.4681 -4.8955 3.0227
C 1.3080 -2.1412 2.3030
H -0.0227 7.8766 2.4535
C -0.5547 -3.6873 1.7168
S -4.0778 -0.4176 -1.3165
C 0.9364 -3.4010 1.5296
O -0.8664 -3.1629 -1.2794
C 0.3139 5.9026 3.1778
H 2.3130 3.6002 1.7217
H 1.4677 7.5955 0.4829
H -3.6004 -2.5814 1.5242
C 1.7951 4.5400 1.8593
H 2.3486 -1.8732 2.1019
H -0.3542 -4.1200 -3.8292
N -3.6895 -3.0826 -0.8853
H 3.0857 -1.5582 -3.6961
H -3.9670 -5.1199 -0.6849
H 2.3019 -4.3747 -5.0473
C 2.0875 -1.7022 -4.1184
C 1.9635 5.5633 0.9152
C 2.9649 2.1655 -1.2085
H -0.5837 -2.3747 -3.7444
C 0.8719 3.3983 -1.0317
H 1.4667 -0.8534 -3.8220
C 0.9916 4.7063 2.9769
H -1.3813 4.2444 4.2375
O 1.5180 -2.8470 -2.1550
H -4.8149 -4.1400 0.5174
C -3.8824 -4.2431 -0.0409
H -1.9000 5.2749 -1.6036
C 0.0647 -3.1593 -4.1342
C 2.3419 -4.1973 -3.9682
Pd -1.7996 -0.9370 -0.5945
H 1.5818 -5.4357 1.3227
C 2.3260 0.9626 -1.0851
H 2.1598 -1.7338 -5.2091
H -0.7857 -3.7552 2.7820
N 2.8858 5.5239 -0.1501
```

HOMO level   -1.46 eV
Charge   -2
Energy   -2644.4352 a.u.
Molecular weight   698.09 g mol⁻¹
Kohn-Sham gap   0.2056 hartree
LUMO level   4.1 eV

=====

[4]
Below is a molecular structure, C27H38N5OSTi in a non-equilibrium geometry, with properties calculated with ωB97M-V/def2-TZVPD.

The geometry in XYZ format:
```
73
Properties=species:S:1:pos:R:3
H 0.3606 -0.8948 -5.7395
H 3.4927 -2.7179 2.7357
H 5.5277 0.6663 1.5367
H 1.9298 -3.4254 2.9509
C -2.6597 2.9411 -2.2161
C -0.3797 -4.1132 -0.3258
Ti -0.8548 -0.1096 0.2157
C -1.3990 -1.9057 -3.2493
H 4.1495 -0.7879 2.6737
C -1.4122 -1.5190 1.5631
H -0.7361 -2.7599 3.1755
C -1.3800 -2.9323 -2.3144
H -1.3606 -4.5296 -0.0921
H -1.5649 0.5589 3.2793
C 4.4931 1.0030 1.5779
H 0.2052 -4.9136 -0.7834
C -0.7701 3.8143 3.0178
S 1.5894 0.6817 0.6656
C -1.6371 -2.5278 2.6127
C 2.4638 -2.0611 4.5413
H 4.9903 3.0003 2.1710
H 2.9195 -2.8230 5.1729
C -0.5800 0.3038 -4.1817
C -0.9939 2.7303 0.9187
C -0.7233 3.8820 1.6478
C -1.3256 1.5194 2.8451
H 0.1232 -3.8508 0.6077
C -0.4703 -2.9391 -1.2601
C 2.4414 -0.4149 1.7038
C 0.3846 -1.8438 -1.1399
H 1.0758 -0.0079 -1.9958
H 1.4897 0.9756 -4.0213
H 1.1936 -1.8727 -0.4196
C -3.7043 2.3510 -2.8921
C -0.5094 -0.2478 -5.6086
H 3.3064 2.5673 2.4828
H 4.5965 1.9421 3.5240
H -3.5316 -0.6758 -1.4199
H -0.5738 4.7005 3.6081
O -2.3449 -1.2058 0.7826
C -1.9823 2.1891 -1.2665
H -2.3923 -2.1300 3.2986
C -4.0571 1.0341 -2.6021
H 0.3878 2.1487 -4.7278
C 4.3315 2.1957 2.4967
H 4.1902 1.2312 0.5588
C 0.3388 -0.7972 -2.0720
C 2.4823 -2.4962 3.0858
N -0.9482 2.7586 -0.4912
H 3.0083 -1.1288 4.7019
H -2.1043 -1.9590 -4.0708
H -0.5041 4.8097 1.1350
H -4.2624 2.9184 -3.6260
N 1.8698 -1.5266 2.1730
H -1.1713 2.5201 4.7131
C -0.5355 -0.8157 -3.1569
H 0.3786 1.8754 -2.9893
H -2.0567 -3.4355 2.1728
H -2.0659 -3.7649 -2.4233
H -4.8898 0.5489 -3.0904
H -2.3921 3.9761 -2.3841
H 1.4396 -1.9102 4.8853
C 0.4754 1.3797 -3.9604
C -1.0989 2.6072 3.6391
H -1.3930 -0.8261 -5.8781
N -2.2643 0.9085 -1.0282
H -0.6413 3.6515 -0.8494
H -1.5623 0.7772 -4.0554
N 3.7056 -0.1655 2.0171
C -3.3162 0.3527 -1.6740
N -1.2554 1.5574 1.4936
H -0.4257 0.5693 -6.3255
H 0.8897 -1.6123 1.9497
```

HOMO level (alpha / beta)   -13.83 / -14.39 eV
Charge   +2
Energy   -2647.9452 a.u.
Molecular weight   528.57 g mol⁻¹
Spin multiplicity   2
Kohn-Sham gap (alpha / beta)   0.2942 / 0.3066 hartree
LUMO level (alpha / beta)   -5.8 / -6.0 eV
<S²>   0.7548